# 1
The following is a DFT calculation (ωB97M-V/def2-TZVPD) of a cluster of 12 separate species, C43H114N7O17 in total.

```
! RIJCOSX wB97M-V def2-TZVPD def2/J DEFGRID3
* xyz -1 1
C -2.54942 -0.69263 0.32223
C -1.55899 0.13784 -0.54291
C -1.67281 1.62519 -0.42794
C -1.08721 2.11212 0.92169
C 0.32794 1.85306 1.08347
C 0.70419 0.32265 0.88574
N -0.06322 -0.17680 -0.27408
O 0.38336 -1.52685 -0.71566
C 0.48251 -0.54264 2.12702
C 2.26162 0.32773 0.63205
C -1.90483 -0.20798 -1.96301
H -3.58973 -0.40452 0.17107
H -2.19538 -0.67496 1.35298
H -2.48573 -1.74486 0.04498
H -2.73959 1.81537 -0.30993
H -1.31539 2.11152 -1.33559
H -1.66500 1.70791 1.75288
H -1.14230 3.18861 1.08367
H 0.56049 2.07891 2.12415
H 0.92527 2.45213 0.39615
H 1.11852 -0.09374 2.88996
H 0.98014 -1.51082 2.07138
H -0.53832 -0.64495 2.49516
H 2.89441 0.80372 1.38112
H 2.61042 0.95332 -0.18958
H 2.65474 -0.65346 0.36593
H -1.32975 0.25711 -2.76369
H -2.95069 0.05658 -2.11885
H -1.91314 -1.25586 -2.26296
C 8.13405 -1.39002 2.24601
C 6.89320 -0.94634 1.45324
C 5.54727 -0.79322 2.33465
O 5.09159 -2.15034 2.72516
C 3.87706 -2.23509 3.36201
N 7.33894 0.18356 0.66622
H 8.64786 -0.63825 2.84513
H 8.94458 -1.90758 1.73289
H 7.75990 -2.10223 2.98144
H 6.46361 -1.63245 0.72330
H 4.84568 -0.41226 1.59254
H 5.59326 -0.06632 3.14558
H 3.06010 -1.82917 2.76543
H 3.80270 -1.53804 4.19669
H 3.53357 -3.24814 3.57141
H 7.60001 0.94877 1.27152
H 6.45209 0.55015 0.35124
C 3.42547 5.65571 -2.51519
C 3.16686 6.96576 -1.68414
C 2.21472 6.47906 -0.60113
O 1.02355 6.04376 -1.19109
C -0.01216 5.46474 -0.40264
N 4.46348 7.46519 -1.19854
H 3.66047 6.16207 -3.45139
H 2.47821 5.12078 -2.58337
H 4.26945 5.07141 -2.14859
H 2.76183 7.78944 -2.27203
H 1.93310 7.32550 0.02523
H 2.58624 5.68010 0.04053
H -0.54704 4.62899 -0.85378
H -0.72857 6.21993 -0.07928
H 0.40416 4.91071 0.43869
H 4.57759 6.85870 -0.39901
H 5.29912 7.16760 -1.68150
C -2.24983 -6.11653 0.80027
C -2.55397 -4.69649 0.69750
C -3.97384 -4.27447 1.29436
O -5.12227 -4.90937 0.66877
C -6.37488 -4.58776 1.27297
N -1.53888 -3.78365 1.19893
H -2.87445 -6.76661 0.18762
H -2.30300 -6.48206 1.82577
H -1.23751 -6.46405 0.59400
H -2.58482 -4.45805 -0.36566
H -4.19966 -3.21097 1.21645
H -3.93310 -4.56457 2.34426
H -7.06322 -4.12579 0.56525
H -6.37525 -4.21557 2.29746
H -6.75037 -5.56034 1.59107
H -1.80466 -2.96152 0.67591
H -1.82882 -3.61353 2.15135
C -7.51195 -0.02033 0.84197
C -6.86592 0.33635 2.17721
C -6.48963 1.86994 2.31921
O -5.79722 1.93364 3.63634
C -4.38352 2.19615 3.71256
N -7.85477 -0.03148 3.16737
H -7.38225 -1.07192 0.58615
H -7.02437 0.52795 0.03590
H -8.57734 0.18779 0.74337
H -5.90288 -0.17391 2.19378
H -7.31347 2.57020 2.18126
H -5.76180 2.02533 1.52284
H -4.18937 3.26841 3.68685
H -3.76466 1.60220 3.04000
H -4.13401 1.80680 4.69960
H -7.47312 0.24127 4.06183
H -7.87614 -1.03698 3.26024
C -8.38132 -4.68024 -5.86312
C -7.04261 -4.40006 -5.23963
C -7.11213 -3.60532 -3.97029
O -5.78460 -3.45372 -3.55971
C -5.55044 -2.69808 -2.35701
N -6.37553 -5.72992 -5.04717
H -9.04636 -3.81838 -5.91817
H -9.02037 -5.42804 -5.39354
H -8.18612 -4.97542 -6.89407
H -6.38533 -3.87141 -5.92999
H -7.66423 -4.16893 -3.21820
H -7.73463 -2.72473 -4.12888
H -4.88169 -3.35231 -1.79768
H -6.49363 -2.57693 -1.82427
H -5.22003 -1.68689 -2.59457
H -6.54040 -6.28209 -5.87665
H -7.03981 -6.15967 -4.41936
C 2.70440 2.59730 4.30296
C 2.07474 3.00085 5.65742
C 0.78841 2.15455 5.86135
O -0.23305 2.15470 4.82104
C -0.90443 3.38166 4.65986
N 3.02649 2.89341 6.75910
H 2.66545 1.52191 4.12943
H 3.68855 3.03225 4.47722
H 2.31923 3.18346 3.46860
H 1.62474 3.99085 5.58313
H 0.39861 2.57240 6.78955
H 1.10740 1.20993 6.30185
H -1.10901 3.87143 5.61190
H -1.73892 3.20853 3.98034
H -0.30115 4.11897 4.13022
H 3.85493 3.30072 6.34937
H 3.27583 1.97352 7.09336
C -0.41798 -2.13894 -6.31498
C -0.69653 -0.97056 -5.24899
O 0.41259 -0.79029 -4.44795
O -0.27730 -3.36860 -5.69025
H 0.50633 -2.08590 -6.89026
H -1.23975 -2.08489 -7.02903
H -1.65253 -1.13734 -4.75266
H -0.90747 -0.05269 -5.79774
H 0.76781 0.10147 -4.46165
H -1.18257 -3.67522 -5.60045
C 1.98093 2.76384 -4.15154
C 1.10406 2.26551 -3.03071
O 1.70770 1.09418 -2.46128
O 1.54978 2.03926 -5.34939
H 3.05014 2.66222 -3.96561
H 1.83801 3.81273 -4.41136
H 0.08204 2.09462 -3.36890
H 1.15735 3.04449 -2.27015
H 1.47994 1.15347 -1.53058
H 1.36685 2.61355 -6.09661
C 1.69727 -5.06326 0.64813
C 2.77799 -3.97622 0.57845
O 3.50425 -4.01376 -0.68709
O 0.65261 -4.77853 -0.21015
H 1.31304 -4.97329 1.66419
H 2.06106 -6.07848 0.48970
H 3.54335 -4.18156 1.32690
H 2.48839 -2.93742 0.73696
H 4.22512 -4.63192 -0.54633
H -0.00468 -4.39552 0.37540
C 5.98607 4.70600 1.63809
C 5.82405 3.29844 1.12200
O 4.90878 2.59073 1.91446
O 4.81729 5.67421 1.45008
H 6.74708 5.08630 0.95667
H 6.50823 4.75226 2.59376
H 6.78159 2.80111 1.27652
H 5.74412 3.23798 0.03662
H 4.09492 3.08735 1.80221
H 4.99756 6.43409 2.00837
C 4.50850 -0.89596 -2.49842
C 5.31552 -1.90927 -3.43426
O 4.66025 -3.19603 -3.47730
O 3.23032 -0.72737 -2.94686
H 5.03570 0.05714 -2.45630
H 4.45248 -1.29725 -1.48653
H 6.24017 -2.09330 -2.88721
H 5.48274 -1.68329 -4.48738
H 5.34419 -3.86104 -3.36968
H 2.95677 0.15729 -2.69359
*
```

The value obtained for the orbital gap is 3.6 eV. The calculation puts the total energy at -3368.54716 Eh. The value obtained for the HOMO energy is -2.0 eV. For the largest force on an atom, the calculation gives 3.23 eV/A.

# 2
The following is a DFT calculation (ωB97M-V/def2-TZVPD) of a cluster of 5 separate species, C27H51Br2ClNO4S in total.

```
! RIJCOSX wB97M-V def2-TZVPD def2/J DEFGRID3
* xyz 1 1
C -2.21800 2.44673 6.34094
C -1.99463 2.16883 4.89005
Br -0.18886 2.16088 4.33387
C -2.93054 1.94279 3.98724
Br -4.72803 1.88104 4.48516
N -2.57268 1.71159 2.58022
C -3.34971 0.61759 1.86003
C -4.62868 1.06259 1.16723
C -4.51651 2.38765 0.41569
C -3.86956 3.42703 1.31248
Cl -3.69756 4.99923 0.50767
C -2.47417 2.99443 1.74810
C -1.48378 2.73775 0.60147
C -0.12067 3.41722 0.78325
C 0.97988 2.59157 0.12343
S 2.63748 3.21859 0.53016
H -3.01482 1.82151 6.73846
H -2.46803 3.49945 6.47533
H -1.31076 2.24533 6.90279
H -1.60563 1.37296 2.63788
H -3.53394 -0.16970 2.58816
H -2.65738 0.21636 1.12218
H -5.46006 1.10605 1.86476
H -4.87599 0.27402 0.45461
H -5.52010 2.71372 0.14791
H -3.94294 2.28808 -0.50477
H -4.51003 3.62236 2.17041
H -2.05548 3.75098 2.41181
H -1.92217 3.05600 -0.34295
H -1.32648 1.66008 0.50280
H 0.12631 3.50716 1.84376
H -0.16226 4.43508 0.39154
H 0.91901 1.56636 0.47483
H 0.88454 2.60523 -0.95957
H 3.05277 2.15260 1.21607
C 3.09841 -0.77107 -2.82522
C 2.71237 -2.02242 -2.03819
C 2.29437 -1.42322 -0.70529
O 1.74665 -0.13168 -0.99325
C 2.05697 0.23182 -2.34741
H 3.07762 -0.91012 -3.90428
H 4.10027 -0.44222 -2.54253
H 1.86314 -2.51901 -2.51285
H 3.51816 -2.74829 -1.94682
H 3.15891 -1.29968 -0.04167
H 1.53896 -2.01758 -0.18957
H 1.14372 0.17439 -2.94938
H 2.41487 1.26062 -2.36319
C -0.19410 -4.21128 3.42271
C -0.44828 -2.72223 3.65284
C 0.04374 -2.12767 2.33839
O -0.20756 -3.10518 1.33522
C -0.54444 -4.35590 1.94764
H -0.79034 -4.86078 4.06044
H 0.85932 -4.44254 3.58900
H -1.51864 -2.53910 3.78026
H 0.07389 -2.31749 4.51883
H 1.11867 -1.92025 2.37382
H -0.47289 -1.20159 2.06304
H -1.61405 -4.54281 1.80851
H 0.01222 -5.14822 1.44872
C -1.45646 4.43475 -3.05847
C -0.67007 5.53568 -3.76717
C 0.76428 5.13790 -3.44356
O 0.76665 3.71090 -3.33744
C -0.57022 3.21962 -3.29762
H -2.46825 4.30249 -3.43972
H -1.52072 4.65379 -1.98765
H -0.84779 5.49055 -4.84288
H -0.91257 6.53953 -3.42343
H 1.08877 5.56536 -2.48831
H 1.47748 5.43337 -4.21200
H -0.80774 2.73465 -4.25004
H -0.64221 2.46857 -2.50570
C 3.16941 -7.23648 -2.85220
C 4.69140 -7.23258 -2.71732
C 5.06437 -5.99082 -3.51601
O 3.97433 -5.07615 -3.36495
C 2.85512 -5.74774 -2.78654
H 2.66256 -7.80678 -2.07535
H 2.87626 -7.64380 -3.82160
H 4.97760 -7.11183 -1.67041
H 5.16732 -8.13412 -3.09862
H 5.18687 -6.22428 -4.57839
H 5.97626 -5.51006 -3.16128
H 2.74044 -5.41333 -1.74823
H 1.95438 -5.47484 -3.33790
*
```

The value obtained for the orbital gap is 8.2 eV. The calculation puts the total energy at -7421.19861 Eh. The value obtained for the HOMO energy is -10.9 eV. For the largest force on an atom, the calculation gives 0.59 eV/A.

# 3
The following is a DFT calculation (ωB97M-V/def2-TZVPD) of a structure of composition As6F36Zn.

```
! RIJCOSX wB97M-V def2-TZVPD def2/J DEFGRID3
* xyz -3 2
Zn 0.06282 0.03308 -0.13757
As -2.22553 2.14058 -2.14020
F -3.56465 2.94743 -3.12521
F -3.42105 0.96028 -1.49991
F -1.06928 1.33753 -1.07168
F -1.01433 3.30307 -2.65736
F -2.76384 3.17958 -0.78806
F -1.84766 1.11724 -3.49876
As -2.06762 -2.96697 -0.06469
F -3.26701 -1.79779 0.55385
F -3.11722 -4.37194 0.29709
F -0.89307 -4.20001 -0.70218
F -0.90040 -1.53043 -0.39206
F -1.41803 -3.09133 1.60702
F -2.90975 -2.74106 -1.59644
As 1.99934 -0.97856 -3.31064
F 2.50032 -1.36263 -4.89105
F 0.34000 -0.63783 -3.90884
F 1.46202 -0.60548 -1.55107
F 3.61976 -1.45902 -2.80878
F 2.38480 0.80131 -3.55750
F 1.46316 -2.65542 -2.92434
As 2.39548 -2.19571 1.89983
F 3.40010 -0.74516 2.30968
F 1.32221 -1.82220 3.27695
F 1.43478 -3.64915 1.48360
F 3.43778 -2.65071 0.51293
F 3.45607 -3.15597 3.05321
F 1.30110 -1.18192 0.84737
As 2.00218 2.93408 0.62764
F 3.69667 2.63638 0.16034
F 1.47004 1.36420 -0.09880
F 0.34885 3.16500 1.16176
F 2.45869 4.57331 1.31185
F 1.60756 3.69381 -0.94230
F 2.30511 2.15978 2.23920
As -2.01665 1.09268 2.92976
F -3.16448 1.47890 4.26445
F -3.24070 1.68258 1.73426
F -0.98212 0.68833 1.47167
F -0.74786 0.38528 4.06282
F -2.64481 -0.62407 2.78157
F -1.19275 2.74901 3.08076
*
```

The value obtained for the orbital gap (spin up / spin down) is 10.5 / 3.2 eV. The calculation puts the total energy at -18789.77302 Eh. The value obtained for the HOMO energy (spin up / spin down) is -5.5 / -5.5 eV. For the largest force on an atom, the calculation gives 4.40 eV/A.

# 4
The following is a DFT calculation (ωB97M-V/def2-TZVPD) of a cluster of 5 separate species, C15H27N8 in total.

```
! RIJCOSX wB97M-V def2-TZVPD def2/J DEFGRID3
* xyz 1 1
C -0.24819 3.40273 -1.49722
C 0.54822 2.08998 -1.65642
C 0.57463 1.27076 -0.36608
C 1.61001 0.13033 -0.41151
C 2.39220 -0.06968 0.89900
C 2.43989 -1.43901 1.46098
N 3.07227 -1.80708 2.58002
C 2.91677 -3.11302 2.70047
N 3.38947 -3.95519 3.66757
N 2.19385 -3.57785 1.66091
N 1.88136 -2.51493 0.89960
H -1.01969 3.50756 -2.25909
H -0.74386 3.44872 -0.52547
H 0.40331 4.27277 -1.57754
H 1.57556 2.34963 -1.91747
H 0.10498 1.50670 -2.46342
H -0.42323 0.86789 -0.17422
H 0.81251 1.94054 0.46640
H 2.33092 0.37848 -1.19219
H 1.11705 -0.78935 -0.73509
H 3.44596 0.19272 0.76289
H 2.02516 0.58123 1.69593
H 4.36555 -4.19203 3.68317
H 2.82169 -4.21467 4.45381
H 1.91854 -4.52659 1.45840
H 1.32240 -2.56311 0.04973
C -0.95700 -5.64322 -0.69826
C -0.70929 -4.21693 -0.86604
N -0.61352 -3.07975 -1.00654
H -2.03109 -5.81863 -0.65898
H -0.53699 -6.19414 -1.53777
H -0.51381 -6.00300 0.22851
C -3.98035 -2.29757 0.31531
C -4.88425 -3.14349 1.08183
N -5.57087 -3.82955 1.69343
H -4.50793 -1.81335 -0.50337
H -3.55939 -1.52340 0.95215
H -3.17316 -2.90251 -0.09198
C 2.43107 6.72855 -3.47636
C 2.54513 5.32444 -3.84639
N 2.62883 4.22331 -4.15711
H 2.93936 7.34600 -4.21433
H 1.38219 7.01614 -3.43586
H 2.88587 6.89489 -2.50176
C -4.20643 2.99252 2.15392
C -3.88780 1.90197 1.24346
N -3.64171 1.05332 0.51161
H -3.74607 3.91312 1.80053
H -5.28513 3.12911 2.19976
H -3.83498 2.76461 3.15110
*
```

The value obtained for the orbital gap is 10.4 eV. The calculation puts the total energy at -1025.53822 Eh. The value obtained for the HOMO energy is -13.3 eV. For the largest force on an atom, the calculation gives 0.58 eV/A.

Please write out number 3 again, unchanged.
The following is a DFT calculation (ωB97M-V/def2-TZVPD) of a structure of composition As6F36Zn.

```
! RIJCOSX wB97M-V def2-TZVPD def2/J DEFGRID3
* xyz -3 2
Zn 0.06282 0.03308 -0.13757
As -2.22553 2.14058 -2.14020
F -3.56465 2.94743 -3.12521
F -3.42105 0.96028 -1.49991
F -1.06928 1.33753 -1.07168
F -1.01433 3.30307 -2.65736
F -2.76384 3.17958 -0.78806
F -1.84766 1.11724 -3.49876
As -2.06762 -2.96697 -0.06469
F -3.26701 -1.79779 0.55385
F -3.11722 -4.37194 0.29709
F -0.89307 -4.20001 -0.70218
F -0.90040 -1.53043 -0.39206
F -1.41803 -3.09133 1.60702
F -2.90975 -2.74106 -1.59644
As 1.99934 -0.97856 -3.31064
F 2.50032 -1.36263 -4.89105
F 0.34000 -0.63783 -3.90884
F 1.46202 -0.60548 -1.55107
F 3.61976 -1.45902 -2.80878
F 2.38480 0.80131 -3.55750
F 1.46316 -2.65542 -2.92434
As 2.39548 -2.19571 1.89983
F 3.40010 -0.74516 2.30968
F 1.32221 -1.82220 3.27695
F 1.43478 -3.64915 1.48360
F 3.43778 -2.65071 0.51293
F 3.45607 -3.15597 3.05321
F 1.30110 -1.18192 0.84737
As 2.00218 2.93408 0.62764
F 3.69667 2.63638 0.16034
F 1.47004 1.36420 -0.09880
F 0.34885 3.16500 1.16176
F 2.45869 4.57331 1.31185
F 1.60756 3.69381 -0.94230
F 2.30511 2.15978 2.23920
As -2.01665 1.09268 2.92976
F -3.16448 1.47890 4.26445
F -3.24070 1.68258 1.73426
F -0.98212 0.68833 1.47167
F -0.74786 0.38528 4.06282
F -2.64481 -0.62407 2.78157
F -1.19275 2.74901 3.08076
*
```

The value obtained for the orbital gap (spin up / spin down) is 10.5 / 3.2 eV. The calculation puts the total energy at -18789.77302 Eh. The value obtained for the HOMO energy (spin up / spin down) is -5.5 / -5.5 eV. For the largest force on an atom, the calculation gives 4.40 eV/A.